Density functional theory data (ωB97M-V/def2-TZVPD) for a structure of composition C39H22BBr2Cl5F4GdN9O2 at a distorted geometry.

The geometry in XYZ format:
```
85
Properties=species:S:1:pos:R:3:forces:R:3
Gd 0.085 0.238 0.572 -0.167 1.219 0.116
O -1.239 2.275 0.301 0.524 -0.650 0.444
C -1.794 2.916 -0.635 0.279 -0.026 -0.880
C -2.928 3.735 -0.357 -0.209 0.167 -0.234
C -3.586 4.428 -1.346 0.461 -0.301 -0.309
C -3.124 4.372 -2.682 -0.248 0.155 0.135
C -2.014 3.619 -2.991 0.111 -0.223 0.445
C -1.327 2.862 -2.014 -1.046 0.540 0.591
C -0.182 2.114 -2.416 0.774 -1.223 1.113
N 0.440 1.232 -1.668 -0.957 1.140 -0.644
N 1.578 0.716 -2.234 0.779 -0.510 -0.084
C 2.447 0.330 -1.320 -0.262 0.317 -0.748
O 2.316 0.468 -0.054 -0.119 -0.206 -0.090
C 3.711 -0.267 -1.870 0.143 0.099 0.285
C 4.813 -0.393 -1.027 -0.079 -0.064 -0.025
C 6.007 -0.926 -1.497 -0.051 0.008 -0.006
C 6.108 -1.350 -2.816 -0.016 0.014 0.064
C 5.013 -1.226 -3.662 -0.088 -0.015 0.028
C 3.822 -0.685 -3.194 -0.002 0.011 -0.066
H -3.260 3.780 0.674 0.037 -0.030 -0.006
H -4.464 5.014 -1.100 -0.001 0.044 -0.015
H -3.640 4.924 -3.458 -0.001 -0.002 0.004
H -1.653 3.576 -4.013 -0.006 0.025 -0.030
H 0.220 2.314 -3.407 0.152 -0.089 -0.072
H 4.704 -0.073 0.002 0.017 -0.002 -0.009
H 6.857 -1.016 -0.829 -0.033 -0.008 -0.018
H 7.033 -1.783 -3.180 -0.018 0.024 0.000
H 5.082 -1.567 -4.690 -0.007 0.030 0.036
H 2.963 -0.577 -3.846 0.034 -0.020 0.047
Cl 0.733 4.434 0.636 -0.031 -0.094 0.023
C 1.346 3.552 2.016 0.006 -0.064 -0.042
C 1.242 2.158 2.074 0.217 0.219 0.236
C 1.987 1.608 3.111 -0.132 -0.055 -0.202
Cl 2.099 -0.136 3.151 0.083 -0.152 0.157
C 2.664 2.314 4.096 0.106 0.011 0.142
Cl 3.521 1.496 5.362 0.000 0.062 0.004
C 2.646 3.700 4.048 -0.022 0.066 -0.037
Cl 3.443 4.629 5.274 -0.022 -0.014 -0.038
C 2.002 4.324 2.983 -0.022 -0.038 -0.047
Cl 2.047 6.057 2.875 0.015 -0.066 0.055
Br -7.296 0.741 -1.181 -0.002 0.004 0.003
C -5.457 0.552 -0.750 -0.032 0.004 0.015
C -4.534 0.343 -1.751 0.023 0.048 -0.060
C -3.217 0.163 -1.353 0.041 -0.123 0.039
N -2.812 0.231 -0.089 -0.207 0.170 -0.101
C -3.702 0.514 0.853 0.101 0.142 0.048
C -5.062 0.634 0.569 0.006 0.004 0.074
C -3.162 0.754 2.229 0.003 -0.043 -0.021
C -3.977 1.286 3.222 -0.009 -0.019 -0.008
C -3.434 1.492 4.474 -0.054 0.015 0.020
Br -4.520 2.227 5.847 0.005 0.001 -0.009
C -2.125 1.163 4.736 0.021 0.001 0.020
C -1.389 0.647 3.679 0.027 -0.066 -0.057
N -1.876 0.469 2.455 -0.103 0.038 0.057
H -4.813 0.304 -2.794 0.035 -0.055 0.044
H -2.456 -0.078 -2.090 -0.077 0.104 0.052
H -5.798 0.775 1.344 -0.010 0.039 0.006
H -5.003 1.552 3.027 -0.004 0.004 0.009
H -1.679 1.296 5.711 -0.004 -0.018 -0.036
H -0.363 0.343 3.842 -0.050 0.026 -0.037
F 0.269 -3.777 2.870 -0.286 0.279 0.102
B -0.590 -2.680 2.983 -0.072 -0.002 0.035
F -0.082 -1.647 2.068 -0.009 -0.124 -0.039
F -1.901 -2.973 2.602 0.446 0.063 0.209
F -0.542 -2.119 4.279 -0.054 -0.265 -0.384
N 3.768 -5.654 -1.622 0.035 0.227 -0.021
C 3.021 -4.545 -1.226 0.012 -0.057 0.018
C 2.088 -3.960 -2.078 0.080 -0.068 -0.098
C 1.393 -2.848 -1.646 0.059 0.059 0.055
N 1.552 -2.290 -0.445 0.211 0.001 -0.017
C 2.456 -2.848 0.357 -0.093 0.080 0.153
C 3.207 -3.958 0.023 0.062 -0.089 -0.007
H 3.375 -6.178 -2.383 -0.080 -0.077 -0.032
H 4.096 -6.237 -0.872 -0.003 -0.053 0.071
H 1.906 -4.371 -3.065 -0.010 0.050 0.057
H 0.669 -2.378 -2.300 0.023 -0.006 0.008
H 2.575 -2.387 1.335 -0.009 -0.038 -0.107
H 3.921 -4.372 0.727 -0.049 0.046 -0.015
N -1.093 -1.635 -0.575 0.020 -0.329 -0.097
C -1.642 -2.460 -1.160 -0.308 -0.546 -0.535
C -2.303 -3.366 -2.012 -0.141 -0.073 -0.134
C -2.725 -2.887 -3.284 0.090 -0.014 0.262
N -3.059 -2.484 -4.318 0.032 -0.048 0.161
C -2.577 -4.719 -1.669 0.079 0.308 0.004
N -2.828 -5.824 -1.438 0.057 0.106 -0.031
```
Forces are in eV/Å.

Values from the calculation:
F_max	1.83	eV/A
expectation value of S²	15.898
DFT total energy	-293396.1279	eV
spin multiplicity	8
Kohn-Sham gap (spin up / spin down)	6.3 / 6.3	eV
total charge	-2
energy relative to the best compared isomer or geometry (same formula, charge and spin)	0.000	eV